1.
Molecular formula: C13H13N3O2S
Method: DFT, the ωB97M-V functional and the def2-TZVPD basis

Output
Structure (SMILES): COc1cc(-c2ccccn2)nc(/C=N\O)c1SC
E_HOMO: -8.5 eV
Energy above the lowest of the compared OMol25 structures with the same formula, charge and spin: 5.005 eV
Orbital gap: 0.30686 Ha

Geometry (Å):
C (1.30, 3.73, 0.24)
O (1.60, 2.52, -0.47)
C (1.15, 1.29, -0.24)
C (-0.12, 1.08, 0.29)
C (-0.64, -0.26, 0.41)
C (-2.02, -0.35, 0.98)
C (-2.85, -1.23, 0.37)
C (-4.12, -1.33, 0.88)
C (-4.54, -0.35, 1.80)
C (-3.67, 0.61, 2.23)
N (-2.38, 0.62, 1.88)
N (0.17, -1.24, 0.09)
C (1.44, -1.07, -0.24)
C (2.27, -2.28, -0.45)
N (2.07, -3.58, -0.38)
O (0.80, -3.95, -0.13)
C (1.99, 0.13, -0.57)
S (3.59, 0.55, -1.13)
C (3.58, -0.02, -2.93)
H (1.71, 3.56, 1.21)
H (1.76, 4.58, -0.18)
H (0.28, 3.94, 0.35)
H (-0.67, 1.90, 0.83)
H (-2.54, -2.00, -0.37)
H (-4.91, -2.00, 0.62)
H (-5.52, -0.36, 2.17)
H (-4.02, 1.26, 3.03)
H (3.38, -1.99, -0.55)
H (0.17, -3.17, 0.01)
H (4.57, -0.20, -3.28)
H (2.98, 0.62, -3.51)
H (3.19, -1.01, -2.98)

Atomic partial charges in e from the Mulliken method, atoms 1 to 5: C -0.859; O -0.411; C 0.745; C -0.325; C 0.129


2.
Molecular formula: C13H13O5V
Method: DFT, the ωB97M-V functional and the def2-TZVPD basis

Output
Expectation value of S²: 3.759
E_HOMO (spin up / spin down): -2.8 / -5.2 eV
Energy above the lowest of the compared OMol25 structures with the same formula, charge and spin: 1.723 eV
2S+1: 4
Total charge: -1
Orbital gap (spin up / spin down): 0.21892 / 0.30573 Ha

Geometry (Å):
V (-0.38, -0.41, 0.24)
O (2.00, 1.04, 3.02)
C (1.34, 0.92, 1.99)
O (0.74, -0.13, 1.62)
C (1.36, 2.14, 1.02)
C (2.29, 1.79, -0.16)
C (2.61, 3.09, -0.94)
C (1.35, 3.24, -1.81)
C (0.48, 2.12, -1.21)
O (1.43, 1.08, -1.03)
C (0.08, 2.53, 0.23)
C (-1.28, 1.97, 0.75)
O (-1.88, 2.68, 1.55)
O (-1.72, 0.90, 0.25)
H (1.73, 2.98, 1.61)
H (3.16, 1.19, 0.10)
H (3.52, 2.99, -1.53)
H (2.74, 3.93, -0.26)
H (1.58, 3.02, -2.85)
H (0.90, 4.22, -1.75)
H (-0.34, 1.76, -1.84)
H (-0.05, 3.62, 0.28)
C (-0.06, -2.57, -0.32)
C (0.65, -2.13, -1.46)
C (-0.24, -1.43, -2.28)
C (-1.49, -1.41, -1.65)
C (-1.42, -2.18, -0.47)
H (0.32, -3.25, 0.43)
H (1.69, -2.32, -1.67)
H (0.00, -0.98, -3.23)
H (-2.40, -1.01, -2.08)
H (-2.25, -2.51, 0.14)

Atomic partial charges in e from the Mulliken method, atoms 1 to 5: V 0.987; O -0.770; C 0.139; O -0.665; C -0.203


3.
Molecular formula: C13H14BrN2SSeSn
Method: DFT, the ωB97M-V functional and the def2-TZVPD basis

Output
E_HOMO: -11.6 eV
Energy above the lowest of the compared OMol25 structures with the same formula, charge and spin: 0.000 eV
Total charge: +1
Orbital gap: 0.30474 Ha

Geometry (Å):
Sn (-4.90, 7.32, 4.19)
Br (-4.68, 9.59, 2.42)
C (-4.66, 10.66, 3.95)
C (-4.96, 11.99, 3.81)
C (-4.80, 12.83, 4.93)
C (-4.29, 12.38, 6.11)
C (-3.96, 10.99, 6.22)
C (-3.35, 10.49, 7.41)
C (-3.00, 9.17, 7.55)
C (-3.34, 8.27, 6.52)
C (-3.91, 8.71, 5.36)
C (-4.18, 10.08, 5.14)
H (-5.38, 12.40, 2.90)
H (-5.05, 13.88, 4.81)
H (-4.12, 13.04, 6.96)
H (-3.14, 11.22, 8.19)
H (-2.55, 8.78, 8.45)
H (-3.19, 7.20, 6.65)
C (-9.08, 5.12, 5.90)
N (-8.03, 6.05, 5.53)
C (-8.29, 7.27, 5.12)
S (-7.07, 8.44, 4.79)
N (-9.56, 7.64, 4.99)
C (-10.06, 8.92, 4.48)
H (-8.62, 4.18, 6.22)
H (-9.74, 4.91, 5.05)
H (-9.69, 5.49, 6.73)
H (-7.08, 5.72, 5.48)
H (-10.26, 6.94, 5.18)
H (-9.43, 9.26, 3.64)
H (-10.07, 9.67, 5.27)
H (-11.05, 8.76, 4.10)
Se (-5.25, 5.19, 3.41)

Atomic partial charges in e from the Mulliken method, atoms 1 to 5: Sn 0.598; Br -0.115; C 0.725; C -0.740; C -0.488


4.
Molecular formula: C13H14CoN5O2S7
Method: DFT, the ωB97M-V functional and the def2-TZVPD basis

Output
Expectation value of S²: 0.764
E_HOMO (spin up / spin down): -3.0 / -3.0 eV
Energy above the lowest of the compared OMol25 structures with the same formula, charge and spin: 0.405 eV
2S+1: 2
Total charge: -1
Orbital gap (spin up / spin down): 0.18475 / 0.18434 Ha

Geometry (Å):
Co (0.72, 0.29, 0.11)
C (0.24, 5.34, -1.33)
S (-1.05, 4.62, -0.29)
C (-0.43, 2.98, -0.03)
S (0.59, 2.21, -1.14)
N (-0.94, 2.46, 1.07)
N (-0.54, 1.16, 1.22)
C (-0.96, 0.51, 2.24)
C (-0.51, -0.88, 2.31)
C (-0.92, -1.78, 3.29)
C (-0.47, -3.09, 3.21)
C (0.37, -3.45, 2.17)
C (0.74, -2.49, 1.24)
N (0.31, -1.24, 1.32)
H (-0.16, 6.28, -1.71)
H (0.47, 4.67, -2.16)
H (1.13, 5.52, -0.75)
H (-1.61, 0.98, 2.98)
H (-1.58, -1.45, 4.08)
H (-0.77, -3.81, 3.96)
H (0.74, -4.46, 2.08)
H (1.41, -2.70, 0.41)
S (8.01, 0.05, -0.11)
C (6.35, 0.10, -0.01)
S (5.29, -0.65, -1.14)
C (3.77, -0.20, -0.42)
C (3.85, 0.54, 0.71)
S (2.51, 1.13, 1.66)
S (5.48, 0.91, 1.22)
S (2.29, -0.75, -1.19)
C (-3.45, -2.56, -3.07)
O (-2.15, -2.39, -2.53)
C (-1.82, -1.25, -1.86)
O (-0.69, -1.09, -1.51)
N (-2.85, -0.37, -1.65)
N (-2.57, 0.80, -0.97)
H (-3.42, -3.50, -3.63)
H (-3.71, -1.76, -3.77)
H (-4.20, -2.65, -2.29)
H (-3.76, -0.55, -2.02)
H (-3.12, 0.90, -0.13)
H (-2.61, 1.62, -1.57)

Atomic partial charges in e from the Mulliken method, atoms 1 to 5: Co -0.094; C -0.847; S -0.078; C 0.378; S -0.387


5.
Molecular formula: C13H14F5N2O2S
Method: DFT, the ωB97M-V functional and the def2-TZVPD basis

Output
Structure (SMILES): NCCCN([C@@H](S)C(=O)[O-])C(F)(F)c1cccc(C(F)(F)F)c1
E_HOMO: -4.5 eV
Total charge: -1
Orbital gap: 0.26195 Ha

Geometry (Å):
N (0.80, -3.46, 1.23)
C (0.24, -2.11, 0.94)
C (1.28, -0.99, 1.17)
C (1.68, -0.23, -0.16)
N (1.41, 1.21, -0.07)
C (2.61, 2.04, -0.24)
S (3.87, 1.63, 1.05)
C (3.30, 1.93, -1.65)
O (3.83, 0.86, -2.03)
O (3.24, 2.96, -2.34)
C (0.32, 1.62, -0.87)
F (0.16, 2.97, -0.86)
F (0.40, 1.25, -2.19)
C (-0.97, 1.03, -0.28)
C (-1.39, 1.50, 0.94)
C (-2.54, 1.07, 1.53)
C (-3.32, 0.11, 0.89)
C (-2.89, -0.36, -0.32)
C (-3.75, -1.38, -1.03)
F (-5.07, -1.19, -0.80)
F (-3.57, -1.31, -2.36)
F (-3.47, -2.63, -0.62)
C (-1.73, 0.08, -0.91)
H (1.34, -3.74, 0.41)
H (0.00, -4.08, 1.21)
H (-0.63, -1.91, 1.59)
H (-0.15, -2.13, -0.09)
H (2.19, -1.40, 1.61)
H (0.89, -0.23, 1.85)
H (1.11, -0.72, -0.96)
H (2.72, -0.46, -0.35)
H (2.40, 3.10, -0.10)
H (5.04, 1.76, 0.39)
H (-0.81, 2.27, 1.45)
H (-2.87, 1.46, 2.49)
H (-4.24, -0.22, 1.35)
H (-1.43, -0.32, -1.88)

Atomic partial charges in e from the Mulliken method, atoms 1 to 5: N -0.809; C -0.386; C -0.767; C -1.017; N -0.013


6.
Molecular formula: C13H14FeN2O4
Method: DFT, the ωB97M-V functional and the def2-TZVPD basis

Output
Expectation value of S²: 6.021
E_HOMO (spin up / spin down): -14.8 / -14.8 eV
2S+1: 5
Total charge: +2
Orbital gap (spin up / spin down): 0.20091 / 0.13325 Ha

Geometry (Å):
O (2.78, -3.46, 0.48)
C (1.80, -3.17, 1.00)
Fe (-0.81, 0.90, -0.33)
C (-0.48, -0.01, -1.86)
C (1.18, 1.60, -0.37)
O (0.06, -0.54, -2.76)
O (2.33, 1.60, -0.55)
C (-4.28, 4.21, 5.11)
C (-5.41, 3.35, 4.59)
N (-5.02, 2.07, 3.90)
C (-5.11, 0.90, 4.81)
C (-6.54, 0.41, 5.05)
C (-4.22, 2.13, 2.79)
O (-3.83, 3.22, 2.33)
C (-3.78, 0.86, 2.10)
C (-4.52, -0.33, 1.97)
C (-3.92, -1.40, 1.30)
C (-2.63, -1.26, 0.72)
N (-2.06, -0.02, 0.66)
C (-2.55, 0.99, 1.47)
H (-3.69, 3.69, 5.88)
H (-4.75, 5.08, 5.60)
H (-3.62, 4.59, 4.31)
H (-6.03, 3.00, 5.43)
H (-6.03, 3.93, 3.87)
H (-4.47, 0.10, 4.41)
H (-4.69, 1.25, 5.77)
H (-7.08, 0.23, 4.11)
H (-6.45, -0.53, 5.61)
H (-7.10, 1.14, 5.66)
H (-5.53, -0.41, 2.40)
H (-4.42, -2.37, 1.26)
H (-2.13, -2.13, 0.27)
H (-1.88, 1.87, 1.61)

Atomic partial charges in e from the Mulliken method, atoms 1 to 5: O -0.141; C 0.144; Fe 0.336; C 0.546; C 0.472


7.
Molecular formula: C13H14I2MnN2O2
Method: DFT, the ωB97M-V functional and the def2-TZVPD basis

Output
Expectation value of S²: 8.756
E_HOMO (spin up / spin down): -15.3 / -15.3 eV
Energy above the lowest of the compared OMol25 structures with the same formula, charge and spin: 0.000 eV
2S+1: 6
Total charge: +2
Orbital gap (spin up / spin down): 0.28418 / 0.28430 Ha

Geometry (Å):
Mn (0.07, 0.03, 0.16)
O (-0.34, -2.88, -6.12)
C (0.93, -2.79, -5.53)
C (0.78, -2.16, -4.18)
C (1.77, -2.27, -3.21)
C (1.57, -1.66, -1.99)
N (0.47, -0.95, -1.70)
C (-0.49, -0.82, -2.64)
C (-0.36, -1.42, -3.88)
C (-1.67, -0.01, -2.26)
C (-2.75, 0.20, -3.10)
C (-3.82, 0.98, -2.68)
C (-4.97, 1.22, -3.60)
O (-4.94, 0.26, -4.62)
C (-3.77, 1.54, -1.41)
C (-2.68, 1.28, -0.61)
N (-1.65, 0.53, -1.02)
H (-0.29, -3.35, -6.96)
H (1.61, -2.16, -6.12)
H (1.41, -3.77, -5.43)
H (2.67, -2.84, -3.40)
H (2.32, -1.74, -1.21)
H (-1.13, -1.35, -4.63)
H (-2.79, -0.24, -4.08)
H (-4.87, 2.24, -4.00)
H (-5.91, 1.20, -3.03)
H (-5.71, 0.35, -5.19)
H (-4.58, 2.16, -1.04)
H (-2.62, 1.69, 0.39)
I (1.71, 1.79, 1.41)
C (1.36, 0.50, 3.11)
I (0.04, -1.14, 2.59)
H (0.88, 1.08, 3.90)
H (2.31, 0.08, 3.43)

Atomic partial charges in e from the Mulliken method, atoms 1 to 5: Mn 0.520; O -0.497; C -0.618; C 0.343; C -0.768


8.
Molecular formula: C13H14I2N7O2SSeW
Method: DFT, the ωB97M-V functional and the def2-TZVPD basis

Output
Expectation value of S²: 2.031
E_HOMO (spin up / spin down): -17.1 / -17.4 eV
Energy above the lowest of the compared OMol25 structures with the same formula, charge and spin: 0.000 eV
2S+1: 3
Total charge: +3
Orbital gap (spin up / spin down): 0.23590 / 0.20150 Ha

Geometry (Å):
W (1.40, 1.94, -1.32)
N (-1.56, 4.40, -2.37)
N (-1.87, 4.14, -1.02)
C (-1.27, 3.16, -0.35)
O (-1.46, 2.84, 0.80)
O (-0.31, 2.48, -1.09)
H (-1.26, 5.36, -2.46)
H (-2.40, 4.27, -2.93)
H (-2.56, 4.68, -0.52)
N (-0.35, 0.66, 2.06)
C (0.14, -0.38, 1.44)
S (0.70, -0.47, -0.15)
N (0.28, -1.57, 2.18)
C (-0.50, -2.10, 3.16)
C (-1.79, -1.59, 3.48)
C (-2.50, -2.19, 4.49)
C (-1.95, -3.29, 5.19)
C (-0.69, -3.81, 4.85)
C (0.03, -3.24, 3.85)
H (-0.60, 1.53, 1.55)
H (-0.49, 0.65, 3.06)
H (1.07, -2.15, 1.88)
H (-2.23, -0.79, 2.91)
H (-3.49, -1.83, 4.74)
H (-2.52, -3.74, 5.99)
H (-0.29, -4.66, 5.40)
H (1.01, -3.62, 3.57)
I (2.36, 3.85, -2.70)
I (2.63, 2.54, 0.85)
Se (4.32, -0.68, -1.93)
N (3.73, -1.62, -3.28)
C (2.59, -1.11, -3.73)
C (1.73, -1.55, -4.79)
C (0.57, -0.85, -4.97)
C (0.22, 0.26, -4.15)
N (1.02, 0.71, -3.20)
C (2.17, 0.03, -3.02)
N (2.92, 0.47, -2.03)
H (1.99, -2.40, -5.40)
H (-0.12, -1.14, -5.74)
H (-0.71, 0.78, -4.30)

Atomic partial charges in e from the Mulliken method, atoms 1 to 5: W 0.420; N -0.544; N -0.091; C 0.638; O -0.679


9.
Molecular formula: C13H14IN3ReS
Method: DFT, the ωB97M-V functional and the def2-TZVPD basis

Output
Expectation value of S²: 3.793
E_HOMO (spin up / spin down): -15.8 / -16.2 eV
Energy above the lowest of the compared OMol25 structures with the same formula, charge and spin: 0.079 eV
2S+1: 4
Total charge: +2
Orbital gap (spin up / spin down): 0.23892 / 0.22775 Ha

Geometry (Å):
C (1.45, 0.65, 3.48)
C (1.41, -0.67, 3.46)
H (2.33, 0.87, 2.87)
H (1.52, 0.97, 4.59)
H (0.61, 1.18, 3.10)
H (2.25, -0.95, 2.81)
H (1.52, -0.99, 4.54)
H (0.54, -1.17, 3.13)
C (-0.12, 2.71, -0.61)
C (0.01, 3.45, -1.74)
C (-0.04, 2.89, -3.00)
C (-0.24, 1.52, -3.13)
H (-0.05, 3.03, 0.45)
H (0.16, 4.52, -1.63)
H (0.05, 3.50, -3.90)
H (-0.28, 1.01, -4.07)
N (-0.45, 1.39, -0.85)
C (-0.42, 0.73, -2.01)
C (-0.57, -0.70, -1.96)
N (-0.70, -1.27, -0.74)
C (-0.68, -2.60, -0.43)
C (-0.71, -2.92, -2.82)
C (-0.75, -3.44, -1.52)
H (-0.64, -2.88, 0.62)
H (-0.86, -4.48, -1.35)
C (-0.59, -1.59, -3.02)
H (-0.53, -1.12, -4.00)
H (-0.78, -3.61, -3.68)
Re (-0.40, 0.09, 0.44)
I (2.30, -0.09, -0.03)
S (-2.08, 0.21, 2.20)
C (-1.69, -0.04, 3.81)
N (-1.61, -0.19, 4.98)

Atomic partial charges in e from the Mulliken method, atoms 1 to 5: C -0.678; C -0.854; H 0.224; H 0.274; H 0.232


10.
Molecular formula: C13H14N2Tc
Method: DFT, the ωB97M-V functional and the def2-TZVPD basis

Output
Expectation value of S²: 3.849
E_HOMO (spin up / spin down): -16.4 / -16.6 eV
2S+1: 4
Total charge: +2
Orbital gap (spin up / spin down): 0.26948 / 0.20367 Ha

Geometry (Å):
Tc (0.64, 0.47, -1.55)
C (0.50, 1.27, -3.42)
H (0.49, 0.23, -3.86)
H (-0.40, 1.85, -3.63)
H (1.42, 1.83, -3.59)
H (0.86, 2.06, -1.05)
H (1.27, 1.45, -0.44)
C (3.31, -1.23, 3.23)
C (3.66, -0.46, 2.12)
C (2.72, -0.15, 1.14)
C (1.41, -0.62, 1.32)
C (1.03, -1.39, 2.43)
C (1.99, -1.70, 3.38)
N (0.42, -0.28, 0.37)
N (-0.78, -0.78, 0.69)
C (-1.78, -0.36, -0.16)
C (-3.14, -0.64, 0.15)
C (-4.13, -0.08, -0.63)
C (-3.79, 0.77, -1.70)
C (-2.44, 1.04, -2.02)
C (-1.43, 0.44, -1.27)
H (4.07, -1.46, 3.98)
H (4.67, -0.08, 2.00)
H (2.93, 0.46, 0.25)
H (0.00, -1.72, 2.54)
H (1.73, -2.31, 4.24)
H (-3.34, -1.27, 1.01)
H (-5.18, -0.29, -0.44)
H (-4.56, 1.25, -2.30)
H (-2.14, 1.71, -2.81)

Atomic partial charges in e from the Mulliken method, atoms 1 to 5: Tc 0.186; C -0.999; H 0.395; H 0.290; H 0.356


11.
Molecular formula: C13H14O
Method: DFT, the ωB97M-V functional and the def2-TZVPD basis

Output
E_HOMO (spin up / spin down): -7.3 / -8.4 eV
Energy above the lowest of the compared OMol25 structures with the same formula, charge and spin: 7.447 eV
Orbital gap (spin up / spin down): 0.25345 / 0.26786 Ha

Geometry (Å):
C (1.70, 1.08, -0.46)
C (0.35, 0.94, -0.52)
C (1.91, -1.26, 0.12)
C (2.52, -0.01, -0.03)
C (-0.35, -0.11, 0.17)
C (0.64, -1.11, 0.45)
C (3.98, 0.17, 0.01)
C (-2.81, 0.98, -0.23)
C (-3.00, -0.52, 0.21)
C (-1.72, 0.08, 0.28)
C (4.82, -1.08, 0.41)
C (-3.37, 2.05, 0.87)
C (-3.15, -1.58, -0.86)
O (4.54, 1.03, -0.60)
H (2.42, 1.90, -0.80)
H (-0.29, 1.57, -1.14)
H (2.35, -2.24, 0.14)
H (-2.72, 1.40, -1.28)
H (-3.60, -0.65, 1.05)
H (5.73, -0.63, 0.90)
H (5.09, -1.81, -0.36)
H (4.35, -1.49, 1.25)
H (-4.40, 2.30, 0.93)
H (-2.68, 2.91, 0.74)
H (-3.11, 1.45, 1.83)
H (-2.32, -1.18, -1.53)
H (-4.08, -1.77, -1.23)
H (-2.81, -2.42, -0.32)

Atomic partial charges in e from the Mulliken method, atoms 1 to 5: C -0.673; C -0.256; C -0.692; C 0.414; C 0.774


12.
Molecular formula: C13H15Cl2CoGeO7P2
Method: DFT, the ωB97M-V functional and the def2-TZVPD basis

Output
Expectation value of S²: 3.756
E_HOMO (spin up / spin down): -11.9 / -11.9 eV
Energy above the lowest of the compared OMol25 structures with the same formula, charge and spin: 0.022 eV
2S+1: 4
Total charge: +1
Orbital gap (spin up / spin down): 0.31227 / 0.27532 Ha

Geometry (Å):
Co (-0.51, 2.19, 0.61)
O (1.56, 3.34, 0.33)
P (2.04, 1.87, -0.18)
O (3.28, 1.83, -0.92)
O (0.68, 1.42, -0.72)
O (2.19, 1.10, 1.28)
P (1.08, 0.77, 2.36)
O (0.47, 2.26, 2.65)
O (1.51, 0.02, 3.51)
O (-0.18, 0.28, 1.54)
H (2.25, 3.95, 0.63)
H (0.36, 2.49, 3.58)
Cl (-2.93, 1.80, -0.05)
C (-3.29, 3.52, 0.22)
Cl (-1.79, 4.31, 0.82)
H (-4.05, 3.62, 0.98)
H (-3.57, 3.99, -0.72)
Ge (-0.32, -1.47, 0.68)
C (-1.68, -1.16, -0.64)
C (-2.98, -1.58, -0.32)
C (-4.00, -1.46, -1.25)
C (-3.74, -0.93, -2.50)
C (-2.46, -0.51, -2.83)
C (-1.43, -0.63, -1.91)
C (1.49, -1.89, 0.27)
C (2.25, -2.45, 1.29)
C (3.61, -2.68, 1.10)
C (4.21, -2.35, -0.10)
C (3.45, -1.79, -1.13)
C (2.10, -1.56, -0.95)
H (-0.88, -2.26, 1.86)
H (-3.19, -2.02, 0.65)
H (-5.00, -1.80, -1.00)
H (-4.54, -0.84, -3.23)
H (-2.25, -0.10, -3.81)
H (-0.44, -0.28, -2.17)
H (1.80, -2.71, 2.24)
H (4.20, -3.12, 1.90)
H (5.26, -2.52, -0.24)
H (3.92, -1.52, -2.06)
H (1.53, -1.12, -1.75)

Atomic partial charges in e from the Mulliken method, atoms 1 to 5: Co 0.415; O -0.379; P 0.981; O -0.649; O -0.388